[1]
The following is a quantum chemistry calculation of C18H30GaN2OSSi2 as an isolated structure in a non-equilibrium geometry, from the Open Molecules 2025 dataset.

XYZ file:
```
55
Properties=species:S:1:pos:R:3:forces:R:3:mulliken_charge:R:1
Ga 0.497974 0.585297 0.058218 0.308 -2.872 0.427 -0.822
S 2.286401 -0.652845 -1.088460 -0.254 1.016 -0.564 -0.287
Si -1.071050 -1.709733 -1.651369 -0.466 -2.140 2.099 0.178
Si -2.477634 -0.124656 0.734813 -1.222 0.024 0.994 0.310
O 1.437905 1.019611 1.624767 -0.352 2.208 0.008 -0.860
N 3.495460 -0.898576 1.374574 -1.992 1.768 -0.650 0.141
N 0.302316 2.423792 -0.438063 0.967 1.204 0.765 0.703
C -0.533698 4.366227 -1.549726 0.025 -0.710 -0.503 -0.759
C -2.776168 -2.607834 -1.855320 1.123 -0.181 -0.816 -1.211
C 5.071564 -2.586543 1.946093 0.385 0.625 1.471 -0.594
C 3.324133 -1.322887 0.050406 1.335 -1.951 2.822 0.682
C -0.214709 2.994959 -1.546186 0.334 1.313 0.550 0.060
C -3.176264 1.262626 -0.339898 -0.520 -0.666 -1.122 -0.822
C 4.357699 -1.454515 2.268375 -0.231 -0.978 -1.086 -0.146
C 4.987251 -3.049859 0.633840 -0.018 -0.774 0.854 -0.194
C 0.724185 3.181244 0.622463 -0.713 0.054 -0.558 0.702
C 1.466157 2.483614 1.772469 1.333 -0.919 -0.105 -0.575
C -3.746106 -1.490386 1.100203 -0.048 1.237 0.435 -1.135
C -0.278672 5.135381 -0.407210 -0.609 -1.409 -0.660 -0.407
C -0.923584 -0.832550 0.062999 0.573 0.242 -0.890 0.166
C -2.189998 0.714494 2.421681 -0.150 -0.431 1.053 -1.178
C -0.970700 -0.502712 -2.995803 0.376 1.116 -1.161 -0.696
C 4.069499 -2.529797 -0.232154 0.507 1.846 -1.152 -0.732
C 0.399779 4.536942 0.618376 1.050 0.127 1.641 -0.769
C 0.222792 -3.168553 -1.557577 0.708 0.566 -1.032 -1.035
H -2.735483 2.172287 0.052266 -0.321 0.497 -0.011 0.196
H -0.304397 -4.116386 -1.373769 0.169 0.301 0.016 0.397
H 0.758027 -3.266306 -2.545234 -0.622 -0.046 0.709 0.311
H -1.092370 -1.071745 -3.945336 -0.182 0.726 0.402 0.440
H 2.564096 2.826766 1.776584 -1.433 -0.359 -0.323 0.357
H 0.711842 5.149936 1.477463 -0.255 -0.417 -0.328 0.419
H 4.472895 -0.997444 3.221782 -0.359 0.406 0.538 0.435
H -3.135679 0.854364 3.005431 0.405 0.173 -0.848 0.359
H 5.686642 -3.052642 2.763054 -0.490 0.531 -1.280 0.329
H 1.094364 2.826578 2.762965 -0.204 -0.447 -0.653 0.334
H -2.902938 -2.959152 -2.918356 0.465 -0.156 1.023 0.353
H 5.643318 -3.880668 0.380565 -0.342 0.117 -0.367 0.408
H -0.707196 6.104056 -0.269030 0.219 0.655 -0.270 0.480
H -3.571078 -1.895666 -1.790933 -0.701 0.506 0.539 0.343
H -1.607726 0.112369 3.174845 -0.041 0.505 -0.999 0.343
H -4.746161 -1.312928 0.641509 0.760 -0.331 0.304 0.333
H -3.830464 -1.435499 2.215475 -0.136 -0.536 -0.911 0.354
H 4.153639 -2.819388 -1.268939 -0.531 -0.266 -0.083 0.397
H -0.972827 4.829199 -2.438840 0.125 -0.348 0.351 0.408
H 2.775174 -0.095119 1.695565 1.730 -1.373 -0.731 0.300
H -2.915645 1.204830 -1.433274 -0.268 -0.007 1.011 0.211
H -1.726544 0.330288 -2.865771 0.724 -1.102 -0.428 0.230
H -0.565751 -1.652401 0.714243 0.048 0.467 0.027 0.476
H -2.899316 -3.429107 -1.118889 -0.084 0.456 -0.671 0.305
H -1.730954 1.704228 2.281789 0.053 -0.159 0.291 0.265
H 1.076490 -3.040195 -0.845590 -1.061 -0.067 -0.296 0.204
H -0.236330 2.336282 -2.404263 -0.618 0.162 -0.077 0.420
H 0.039818 -0.052622 -3.041246 -0.321 -0.032 -0.081 0.211
H -3.275907 -2.398201 0.751083 -0.394 -0.508 0.223 0.259
H -4.304075 1.251535 -0.282653 1.218 0.335 0.102 0.403
```
Forces are in eV/Å.

Calculated values
- Net charge: +1
- Relative energy (zero: lowest compared OMol25 entry of this formula, charge and spin): 21.0 kcal per mole
- Highest occupied orbital energy: -0.4147 Ha

=====

[2]
The following is a quantum chemistry calculation of C2F6NO4S2Sn as an isolated structure in a non-equilibrium geometry, from the Open Molecules 2025 dataset.

XYZ file:
```
16
Properties=species:S:1:pos:R:3:forces:R:3:mulliken_charge:R:1
Sn 2.329961 1.537193 -4.563759 -0.261 -0.231 0.426 1.300
S 0.599023 -1.134663 0.449142 4.112 -2.970 4.076 1.044
S -1.583140 -0.037098 -0.364118 -2.252 1.189 -1.904 1.002
F -3.553584 1.356581 0.858361 1.161 -0.867 0.464 -0.179
F 3.171559 -1.650099 1.126508 -0.919 1.048 -0.763 -0.217
F -1.524509 1.633677 1.808455 -1.167 -0.583 -1.181 -0.196
F 2.815147 0.474950 0.725741 -0.238 -0.909 -1.003 -0.214
F 2.880388 -1.048122 -0.903960 0.585 0.647 -1.485 -0.223
F -2.109789 2.562069 -0.060980 0.705 0.838 -0.615 -0.209
O -2.102802 0.106800 -1.722247 1.504 0.307 1.700 -0.608
O 0.427836 -2.390557 -0.243639 -0.119 0.474 0.215 -0.513
O 0.323615 -1.082415 1.900323 0.215 0.280 -2.842 -0.477
O -2.107985 -1.087453 0.433194 0.539 -0.661 0.265 -0.522
N 0.170939 0.051549 -0.413461 -3.737 2.318 -0.886 -0.322
C -2.239054 1.480757 0.663052 0.570 0.373 0.284 0.683
C 2.502395 -0.773169 0.307388 -0.698 -1.251 3.248 0.651
```
Forces are in eV/Å.

Calculated values
- Net charge: +1
- Relative energy (zero: lowest compared OMol25 entry of this formula, charge and spin): 137.8 kcal per mole
- Highest occupied orbital energy: -0.4576 Ha

=====

| no. | E_LUMO (eV) |
| --- | --- |
| 1 | -3.43 |
| 2 | -9.76 |